Computed, not measured: a 2-piece molecular cluster, H4I2Si2 overall in a non-equilibrium geometry, with ωB97M-V with the def2-TZVPD basis set.

Computed properties:
net charge = 0
HOMO energy = -8.96 eV
F_max = 1.78 eV Å⁻¹

CARTESIAN COORDINATES (ANGSTROEM)
Si 0.54 -2.50 -0.30
Si -1.46 3.97 0.40
I 0.38 2.95 1.87
I -0.79 -1.03 -1.69
H -0.62 -3.40 -0.11
H 1.37 -3.38 -1.15
H 1.16 -1.78 0.80
H -0.57 5.16 0.18

---

Computed, not measured: H4INP2 as an isolated structure in a non-equilibrium geometry, with ωB97M-V with the def2-TZVPD basis set.

Computed properties:
net charge = 0
HOMO energy = -9.09 eV
F_max = 2.60 eV Å⁻¹

CARTESIAN COORDINATES (ANGSTROEM)
N -1.82 -1.07 -0.73
P 0.50 1.09 -0.10
P -0.42 -0.77 0.51
I -3.44 0.07 -0.13
H -1.53 -0.67 -1.62
H 0.02 1.79 1.02
H 1.66 0.69 0.58
H 0.44 -1.55 -0.28

---

Computed, not measured: an isolated ion of composition H4N2O2P and charge -1 in a non-equilibrium geometry, with ωB97M-V with the def2-TZVPD basis set.

Computed properties:
structure (SMILES) = NN=[P@H]([O-])O
net charge = -1
HOMO energy = -3.48 eV
F_max = 3.95 eV Å⁻¹

CARTESIAN COORDINATES (ANGSTROEM)
N 0.90 1.41 0.88
N -0.33 0.80 0.38
P -0.33 -0.69 -0.13
O 1.01 -1.36 -0.50
O -1.52 -0.72 -1.28
H 1.13 0.97 1.68
H 1.53 1.11 0.21
H -1.14 -1.53 0.53
H -1.23 0.01 -1.77

---

Computed, not measured: a 2-piece molecular cluster, H4N2O2S overall in a non-equilibrium geometry, with ωB97M-V with the def2-TZVPD basis set.

Computed properties:
net charge = 0
HOMO energy (spin up / spin down) = -7.08 / -8.52 eV
F_max = 6.13 eV Å⁻¹

CARTESIAN COORDINATES (ANGSTROEM)
N 1.15 0.49 -0.95
N 1.31 1.13 0.14
O -1.05 0.48 1.23
O -2.53 -1.51 0.63
S -1.97 0.00 0.24
H 0.57 1.67 0.58
H 1.99 0.90 0.89
H 1.90 -0.20 -1.17
H -2.43 -2.12 -0.01

---

- Which of these has the lowest F_max?
  H4I2Si2

---

- Which value of F_max does entry 1 give?
  1.78 eV Å⁻¹

---

Repeat the second record exactly.
Computed, not measured: H4INP2 as an isolated structure in a non-equilibrium geometry, with ωB97M-V with the def2-TZVPD basis set.

Computed properties:
net charge = 0
HOMO energy = -9.09 eV
F_max = 2.60 eV Å⁻¹

CARTESIAN COORDINATES (ANGSTROEM)
N -1.82 -1.07 -0.73
P 0.50 1.09 -0.10
P -0.42 -0.77 0.51
I -3.44 0.07 -0.13
H -1.53 -0.67 -1.62
H 0.02 1.79 1.02
H 1.66 0.69 0.58
H 0.44 -1.55 -0.28